(1)
8
Properties=species:S:1:pos:R:3 method="wB97M-V/def2-TZVPD" smiles=ClCCl.O total_charge=0
Cl 1.912 0.192 1.488
C 0.292 -0.635 1.597
Cl -0.830 0.132 2.787
H -0.152 -0.551 0.586
H 0.468 -1.709 1.800
O -0.626 1.087 -2.430
H -0.400 1.380 -3.342
H -0.664 0.105 -2.487



(2)
9
Properties=species:S:1:pos:R:3 method="wB97M-V/def2-TZVPD" total_charge=+1
C 1.031 -0.037 0.975
P -0.311 0.284 -0.408
S -1.621 -1.262 -0.100
Cl 0.507 0.418 -2.131
Cl -1.185 2.040 -0.121
H 1.598 0.838 1.011
H 1.681 -0.695 0.483
H 0.328 -0.159 1.798
H -2.028 -1.427 -1.506



Energy? In order: -1036.1094 -1700.1857 Eh.
HOMO-LUMO gap? In order: 0.4249 0.3958 Eh.